The molecule H2N2O3S, computed with ωB97M-V/def2-TZVPD.

The calculation puts the gap between HOMO and LUMO at 9.56 eV. The energy above the lowest of the compared OMol25 structures with the same formula, charge and spin comes out at 89.8 kcal per mole. For the highest occupied orbital energy, the calculation gives -9.08 eV. The LUMO energy is 0.477 eV. As for the multiplicity: 1. The value obtained for the electronic energy is -19983.9955 eV. Its SMILES is O=[N+]([O-])N(O)S.

Geometry (Å):
N  0.00761  -0.97172  0.47422
N  -0.15705  0.49492  -0.26881
O  -0.98451  -1.30296  1.03754
O  1.01596  -1.45821  0.19436
O  -0.86150  1.36711  0.50983
S  1.40369  0.95835  -0.86561
H  -1.78895  1.06224  0.56293
H  1.36475  -0.14974  -1.64446